[1]
{"formula": "C4H7NO", "method": "ωB97M-V with the def2-TZVPD basis set", "lumo_energy_ev": 0.68, "de_lowest_kj_mol": 393.5, "orbital_gap_ev": 9.47, "max_force_ev_per_a": 4.5, "species": ["C", "C", "C", "C", "N", "O", "H", "H", "H", "H", "H", "H", "H"], "xyz": [[-0.135942, -1.223414, 1.418703], [-0.240810, -0.468530, 0.379588], [0.195408, -0.940890, -0.951200], [-1.241291, 1.425820, -0.519297], [-0.888735, 0.792145, 0.522932], [-0.096775, -1.936510, 2.362707], [1.850131, 0.571792, 1.210153], [1.237982, -1.249834, -0.934358], [0.373124, -0.078381, -1.561718], [-0.508585, -1.527086, -1.454547], [2.269453, 1.197810, 1.598395], [-0.905258, 1.064142, -1.549076], [-1.908703, 2.372936, -0.522282]], "atomic_forces_ev_per_a": [[-0.2, -2.4, 3.9], [-0.5, 2.0, -1.6], [2.0, 1.0, 0.3], [-0.2, 0.5, -1.3], [-0.9, 0.1, 0.2], [0.2, 1.5, -2.0], [1.4, 2.1, 1.3], [-0.2, -1.2, 0.1], [-0.2, 0.7, -0.4], [-0.7, -1.3, -0.8], [-1.3, -2.0, -1.3], [-0.9, 0.7, 1.2], [1.4, -1.6, 0.5]]}


[2]
{"formula": "C6H30F2N12O8", "method": "ωB97M-V with the def2-TZVPD basis set", "lumo_energy_ev": -1.11, "orbital_gap_ev": 8.18, "max_force_ev_per_a": 10.2, "species": ["O", "H", "H", "H", "O", "H", "H", "H", "F", "F", "C", "O", "N", "N", "H", "H", "H", "H", "C", "O", "N", "N", "H", "H", "H", "H", "C", "O", "N", "N", "H", "H", "H", "H", "C", "O", "N", "N", "H", "H", "H", "H", "C", "O", "N", "N", "H", "H", "H", "H", "C", "O", "N", "N", "H", "H", "H", "H"], "xyz": [[3.115130, -13.206060, 26.707940], [3.275150, -13.140770, 25.763620], [2.361660, -13.791780, 26.811960], [3.897460, -13.678060, 27.002530], [6.908640, -15.127300, 23.406060], [6.163370, -14.663780, 23.017060], [6.710260, -15.131270, 24.345330], [7.707650, -14.609700, 23.282410], [4.085680, -13.184250, 23.381010], [6.127850, -14.869040, 26.773440], [4.166870, -19.114140, 26.903550], [3.775890, -20.171670, 26.525360], [5.379350, -18.666740, 26.612200], [3.562800, -18.201810, 27.510870], [6.009430, -19.227100, 26.056240], [5.683760, -17.775910, 26.978070], [2.632680, -18.354740, 27.873640], [4.201400, -17.545840, 27.937460], [10.788280, -16.900920, 24.041070], [11.254720, -15.746770, 24.061070], [10.409720, -17.540610, 25.147170], [10.377860, -17.547930, 23.089460], [10.445370, -17.159440, 26.081810], [10.223410, -18.507160, 24.920960], [10.088120, -18.504720, 23.233370], [10.466180, -17.123350, 22.177310], [8.959250, -15.309790, 30.353070], [9.781010, -15.412010, 31.171910], [7.694050, -15.393310, 30.520360], [9.215740, -15.132190, 29.151680], [7.091950, -14.874370, 29.897240], [7.336370, -15.658470, 31.426920], [10.203210, -15.300760, 29.022830], [8.431460, -15.190040, 28.517920], [8.183090, -15.164830, 18.111030], [8.430600, -15.060650, 19.314360], [7.047160, -15.692980, 17.753890], [8.983540, -14.718800, 17.103410], [6.267600, -16.014910, 18.309540], [6.791370, -15.759420, 16.779080], [9.911630, -14.443030, 17.390970], [8.645920, -14.794070, 16.154490], [4.593630, -11.199730, 18.994490], [4.518910, -10.771530, 17.887820], [3.617220, -11.592830, 19.740850], [5.769920, -11.400210, 19.632520], [2.673830, -11.278990, 19.563060], [3.959900, -12.020470, 20.589260], [5.894940, -12.066340, 20.381350], [6.561190, -11.004890, 19.144950], [8.273040, -10.642860, 24.388210], [8.626270, -11.651370, 23.776480], [9.032130, -9.803010, 25.036730], [7.055250, -10.246600, 24.336040], [8.782390, -9.011320, 25.612030], [9.993710, -10.063140, 24.870000], [6.655380, -9.339740, 24.530460], [6.408380, -10.981340, 24.087440]], "atomic_forces_ev_per_a": [[-0.4, 0.4, 0.4], [0.4, 0.5, -2.5], [-0.7, -0.5, 0.2], [2.0, -1.0, 0.8], [0.2, -0.7, -0.3], [-1.4, 1.0, -0.7], [-0.3, -0.1, 2.1], [1.0, 0.7, -0.2], [0.4, -0.3, 0.7], [-0.6, 0.0, -0.3], [3.0, -2.7, -3.0], [-1.6, -2.8, -0.7], [3.9, 0.4, -1.0], [-4.6, 5.0, 4.4], [-0.2, 0.2, 0.3], [0.4, -0.1, -0.6], [0.4, 0.1, 0.1], [-1.1, 0.4, 0.3], [2.0, 7.0, 6.8], [-0.1, -1.1, -0.6], [-0.1, -1.5, 2.7], [-2.0, -4.1, -9.2], [0.3, -0.3, -0.4], [-0.2, 0.1, 1.7], [-0.1, 0.4, -0.9], [0.0, -0.6, -0.1], [-0.9, -0.2, 2.0], [4.3, -0.9, 5.0], [-6.9, -0.5, 2.4], [2.7, 1.2, -7.4], [-0.2, -0.4, 0.2], [0.1, 0.4, -0.2], [-0.2, 0.4, -1.3], [1.0, -0.1, -0.9], [1.2, 1.0, 2.6], [0.9, 0.2, -0.3], [-3.7, -1.8, -2.9], [0.0, -0.2, 0.3], [0.9, 0.4, 0.7], [0.3, 0.1, 0.0], [-0.2, 0.1, -0.5], [0.7, 0.2, 0.2], [1.9, -0.4, -0.1], [-0.3, 1.7, -2.6], [-3.1, -1.3, 2.2], [2.3, 0.4, 0.0], [0.3, -0.5, 0.2], [-1.4, 0.2, 0.5], [0.1, 0.4, -0.2], [0.1, -0.6, 0.3], [0.6, -1.2, -1.5], [0.8, -0.4, 0.6], [4.1, 0.8, 1.0], [-6.1, 0.2, -0.4], [-0.1, -0.5, -0.3], [0.3, 0.7, 0.6], [0.5, -0.3, 0.2], [-0.3, 0.3, -0.3]]}


[3]
{"formula": "C22H25F32O13P3", "method": "ωB97M-V with the def2-TZVPD basis set", "lumo_energy_ev": -0.98, "smiles": "CCOO[P@@](=O)(O[PH2]=O)OP(=O)(O)O.FC(F)C(F)(F)COC(F)(F)C(F)F.FC(F)C(F)(F)COC(F)(F)C(F)F.FC(F)C(F)(F)COC(F)(F)C(F)F.FC(F)C(F)(F)COC(F)(F)C(F)F", "orbital_gap_ev": 9.03, "max_force_ev_per_a": 7.8, "species": ["C", "C", "O", "O", "P", "O", "O", "P", "O", "O", "P", "O", "O", "O", "H", "H", "H", "H", "H", "H", "H", "H", "H", "C", "C", "C", "F", "F", "F", "F", "O", "C", "C", "F", "F", "F", "F", "H", "H", "H", "H", "C", "C", "C", "F", "F", "F", "F", "O", "C", "C", "F", "F", "F", "F", "H", "H", "H", "H", "C", "C", "C", "F", "F", "F", "F", "O", "C", "C", "F", "F", "F", "F", "H", "H", "H", "H", "C", "C", "C", "F", "F", "F", "F", "O", "C", "C", "F", "F", "F", "F", "H", "H", "H", "H"], "xyz": [[-0.579421, 7.092972, -1.807069], [0.669285, 6.501337, -2.697867], [1.354389, 5.497063, -1.821042], [1.730801, 6.143668, -0.722784], [2.481419, 5.024444, 0.380112], [3.810230, 4.496126, -0.366058], [2.975602, 5.706798, 1.904401], [3.102884, 7.442646, 1.845591], [1.720671, 8.187527, 1.529034], [1.476787, 3.611501, 0.742390], [-0.158026, 4.084192, 1.109506], [-1.082088, 3.588599, -0.107072], [-0.644407, 3.105523, 2.506766], [-0.386341, 5.779933, 1.429696], [-1.417491, 7.610533, -2.467833], [-0.223848, 7.927633, -1.037125], [-1.131839, 6.258717, -1.160367], [1.457187, 7.372040, -2.836122], [0.311916, 6.054394, -3.718997], [3.455062, 7.868322, 3.207153], [4.195645, 7.922275, 0.995983], [-1.617302, 3.339975, 2.674319], [-0.195534, 5.974218, 2.402435], [-2.545254, -1.188493, -2.215622], [-3.988024, -0.872098, -2.635096], [-4.253169, -0.940836, -4.136079], [-3.492389, -0.074311, -4.840163], [-5.547665, -0.618297, -4.407526], [-4.346171, 0.334623, -2.121168], [-4.798738, -1.790408, -2.019197], [-1.684589, -0.063907, -2.006532], [-1.086634, 0.474894, -3.184453], [-1.576934, 1.891877, -3.513056], [-2.926385, 1.941675, -3.640931], [-1.058605, 2.330038, -4.690055], [-1.262664, -0.396004, -4.206834], [0.251994, 0.499184, -2.943120], [-2.606879, -1.666236, -1.229879], [-2.078497, -1.947120, -2.855895], [-4.078719, -1.950072, -4.521653], [-1.288165, 2.591391, -2.725516], [-0.370125, -5.485432, 1.314831], [-0.817554, -6.945901, 1.158339], [-1.177822, -7.361171, -0.264944], [-2.193306, -6.633353, -0.779201], [-1.586908, -8.659328, -0.294473], [-1.837690, -7.193574, 2.022368], [0.221960, -7.734538, 1.579457], [-1.375042, -4.555723, 1.733091], [-2.212022, -4.052220, 0.693233], [-3.672875, -4.504565, 0.825545], [-3.780919, -5.856135, 0.863400], [-4.414459, -4.084909, -0.232719], [-1.666546, -4.369787, -0.505232], [-2.143412, -2.696657, 0.785409], [0.363981, -5.471944, 2.130079], [0.186503, -5.120956, 0.442680], [-0.314469, -7.273982, -0.931786], [-4.117794, -4.106331, 1.740084], [0.886307, -10.505211, -4.371722], [1.942797, -10.769790, -5.454070], [3.374912, -10.890410, -4.941746], [3.799482, -9.772685, -4.312606], [4.236266, -11.095567, -5.975873], [1.838137, -9.818454, -6.419768], [1.609919, -11.951995, -6.063549], [0.501005, -9.139659, -4.182068], [1.363927, -8.372298, -3.344286], [2.095314, -7.253507, -4.098998], [2.810705, -7.735348, -5.145849], [2.976517, -6.609990, -3.289463], [2.206505, -9.209660, -2.693442], [0.564823, -7.830214, -2.385988], [-0.033392, -10.999193, -4.709153], [1.125920, -10.998185, -3.421518], [3.478453, -11.736715, -4.255668], [1.383348, -6.521820, -4.487153], [1.422936, 7.070834, 8.199306], [1.792012, 8.556983, 8.086173], [0.671277, 9.463695, 7.586368], [0.235283, 9.122784, 6.353861], [1.103946, 10.751240, 7.494389], [2.910184, 8.680709, 7.322662], [2.152558, 8.980547, 9.339360], [1.795133, 6.239212, 7.095208], [0.889925, 6.246754, 5.992531], [1.491056, 6.871446, 4.725798], [1.928678, 8.136290, 4.946038], [0.569090, 6.946954, 3.730680], [-0.267344, 6.837358, 6.375453], [0.581586, 4.942877, 5.756761], [2.000152, 6.671567, 9.042592], [0.376419, 6.919014, 8.490985], [-0.181084, 9.452227, 8.272667], [2.337655, 6.280383, 4.369651]], "atomic_forces_ev_per_a": [[-0.9, 0.6, 0.4], [-0.7, 2.0, 1.6], [-1.6, -2.1, -4.9], [1.7, 0.9, 6.2], [5.7, -3.5, -4.0], [-5.7, 2.1, 3.5], [-1.4, 1.9, -2.9], [-4.8, 3.1, -0.1], [5.1, -3.0, 0.7], [-1.2, 5.0, 1.2], [-5.0, -2.8, -3.3], [3.8, 2.6, 4.7], [0.3, 3.1, -2.1], [1.4, -4.0, 1.1], [1.9, -1.2, 1.1], [-0.5, -1.9, -1.7], [1.4, 1.6, -1.6], [-1.6, -1.8, -0.1], [1.1, 0.3, 2.3], [0.2, -1.1, -1.2], [-0.8, -1.1, 0.6], [1.8, -0.4, -0.6], [-0.2, -0.2, -1.6], [0.5, -0.5, 0.9], [0.1, 0.6, 0.8], [-0.7, 0.0, -0.8], [-0.5, -0.3, 0.0], [0.1, -0.1, 0.3], [0.0, -0.3, -0.4], [0.2, -0.1, -0.6], [-0.1, 0.6, -1.8], [0.2, -1.7, 1.1], [-0.4, 0.9, 0.1], [0.5, 0.0, 0.2], [0.2, -0.4, 0.1], [0.6, 0.6, 0.0], [-0.6, 0.5, -0.2], [-0.2, 0.4, -0.2], [-0.3, 0.3, -0.1], [0.1, 0.0, 0.2], [0.1, -0.2, 0.2], [0.8, 0.5, 0.6], [-0.5, 0.2, 0.9], [0.1, -0.7, -0.6], [0.2, -0.4, 0.0], [0.2, 0.1, 0.3], [0.2, 0.0, -0.4], [-0.1, 0.2, -0.5], [-1.2, -0.2, -1.6], [2.1, 0.0, 0.6], [-0.9, -0.4, 0.1], [0.1, 0.6, 0.2], [0.5, 0.2, 0.1], [-0.6, 0.7, 0.2], [-0.5, -0.5, 0.1], [-0.3, -0.1, 0.0], [-0.3, -0.2, 0.0], [-0.3, 0.2, 0.7], [0.2, 0.1, 0.0], [-1.0, -0.4, 0.2], [-0.7, 0.6, -0.6], [1.1, -0.3, -0.2], [0.1, -0.5, -0.3], [-0.4, -0.1, 0.0], [0.3, -0.3, 0.3], [0.4, 0.1, 0.5], [1.8, 0.8, 0.7], [-1.0, -2.1, -0.1], [0.5, 0.6, -0.7], [-0.6, 0.3, 0.4], [-0.4, -0.3, 0.2], [-0.4, 1.0, 0.2], [0.6, 0.2, -0.9], [0.2, 0.3, -0.2], [0.2, 0.2, -0.3], [-0.2, 0.0, 0.0], [-0.2, -0.1, 0.1], [0.2, -0.8, 0.8], [0.9, -0.4, -0.1], [-0.4, 1.1, -0.1], [0.1, 0.4, 0.4], [0.2, -0.4, 0.2], [-0.4, 0.1, 0.1], [-0.6, 0.0, -0.3], [-1.1, 0.9, -1.5], [-0.2, -0.8, 2.3], [0.6, 0.5, -0.1], [-0.1, -0.7, -0.1], [-0.3, -0.2, 0.6], [0.2, -0.6, -0.8], [0.4, 0.7, -0.4], [0.1, 0.2, -0.3], [0.2, 0.3, -0.3], [0.1, -0.2, 0.1], [-0.1, -0.2, 0.2]]}


Question: Number 1 is which compound?
Answer: C4H7NO